Entry 1:
{"formula": "H2NO3S", "method": "ωB97M-V/def2-TZVPD", "e_homo_ev": [-4.1225, -1.6933], "largest_force_ha_per_bohr": 0.07735, "spin_multiplicity": 1, "e_above_lowest_kcal_mol": 86.0, "gap_ev": [8.225, 5.738], "total_charge": -1, "e_lumo_ha": [0.1508, 0.1486], "total_energy_ha": -679.8087, "symbols": ["N", "O", "O", "O", "S", "H", "H"], "positions_angstrom": [[-1.512023, -0.169704, 0.086922], [2.372405, -0.413673, -0.926476], [0.901350, 1.259835, 0.270836], [-0.911283, -1.172119, 0.795416], [1.686314, 0.013121, 0.297380], [-1.347268, -0.198592, -0.872645], [-1.189497, 0.681132, 0.348570]], "atomic_forces_ev_per_a": [[-1.4049, -3.3654, 1.3933], [-0.0890, 0.2132, -0.7230], [-0.0554, 0.3151, -0.6121], [0.1490, 0.9855, -1.0265], [-0.3125, -0.7188, 1.5037], [0.4025, -0.8133, -2.1650], [1.3103, 3.3837, 1.6295]]}

***

Entry 2:
{"formula": "C3H8OSi", "method": "ωB97M-V/def2-TZVPD", "e_homo_ev": [-9.8980, -6.3795], "largest_force_ha_per_bohr": 0.06713, "spin_multiplicity": 1, "e_above_lowest_kcal_mol": 123.0, "gap_ev": [10.126, 4.824], "total_charge": 0, "e_lumo_ha": [0.0084, -0.0572], "total_energy_ha": -483.6466, "symbols": ["C", "C", "C", "O", "Si", "H", "H", "H", "H", "H", "H", "H", "H"], "positions_angstrom": [[1.053419, 0.130269, 0.362868], [1.197192, -0.718538, -0.826026], [2.259334, 0.477042, 1.050444], [-0.071166, 0.598266, 0.633615], [-2.838829, 1.063363, -0.317947], [1.905253, -0.252471, -1.475708], [1.883585, -1.577829, -0.661553], [0.259245, -0.872603, -1.368936], [3.258635, 0.048216, 0.799619], [2.149830, 0.992887, 2.080443], [-2.192921, -0.353753, -0.279091], [-2.909442, 1.719070, -1.531694], [-3.407514, 1.429974, 0.929111]], "atomic_forces_ev_per_a": [[-1.2596, 0.9372, -0.2049], [1.0035, -1.1659, -0.7666], [0.4679, 0.4226, 2.6960], [1.6491, -0.3187, 0.6276], [1.3319, -3.0165, 1.0212], [0.1936, 1.1570, -0.9066], [-1.2554, -0.3146, 0.3455], [0.3560, -0.4022, 0.3650], [-1.0750, 0.4612, 0.0553], [0.2755, -0.7290, -2.0324], [-0.8518, 1.3331, -0.2866], [-0.3019, 1.0535, -1.5699], [-0.5338, 0.5823, 0.6563]]}

***

Entry 3:
{"formula": "C14H20N2O3", "method": "ωB97M-V/def2-TZVPD", "e_homo_ev": -8.9985, "smiles": "CC(C)[C@H](NC(=O)[C@@H](N)Cc1ccccc1)C(=O)O", "largest_force_ha_per_bohr": 0.09265, "spin_multiplicity": 1, "e_above_lowest_kcal_mol": 80.2, "gap_ev": 9.462, "total_charge": 0, "e_lumo_ha": 0.0170, "total_energy_ha": -880.6490, "symbols": ["C", "C", "C", "C", "N", "C", "O", "C", "N", "C", "C", "C", "C", "C", "C", "C", "C", "O", "O", "H", "H", "H", "H", "H", "H", "H", "H", "H", "H", "H", "H", "H", "H", "H", "H", "H", "H", "H", "H"], "positions_angstrom": [[-0.552986, -3.055785, 1.480991], [-1.716089, -2.182500, 1.959699], [-3.021384, -3.047476, 1.723952], [-1.906198, -0.871518, 1.238447], [-0.933053, 0.175217, 1.375933], [-0.329755, 0.453976, 0.175759], [-0.304967, -0.354008, -0.789892], [0.219207, 1.901489, 0.069082], [1.137442, 2.054229, 1.228018], [0.846228, 2.037768, -1.351735], [2.115112, 1.315541, -1.784668], [2.026848, 0.094654, -2.436619], [3.207675, -0.526293, -2.904151], [4.415812, 0.170002, -2.764070], [4.473516, 1.342467, -2.086057], [3.329539, 1.998817, -1.595925], [-3.288523, -0.283231, 1.386118], [-4.202805, -0.713403, 0.672017], [-3.420052, 0.406590, 2.540911], [-0.131038, -3.861886, 2.037817], [0.224659, -2.359083, 1.152287], [-0.852821, -3.452118, 0.554760], [-1.502388, -1.930760, 2.935732], [-3.063097, -3.250595, 0.698808], [-2.770629, -4.013633, 2.256693], [-3.892347, -2.679667, 2.130876], [-1.923976, -1.370185, 0.309646], [-1.099992, 0.871077, 2.058385], [-0.581788, 2.598718, 0.051438], [2.058904, 1.645076, 0.978998], [1.353610, 3.059665, 1.463956], [0.071697, 2.078357, -2.183481], [1.100716, 3.217999, -1.417525], [1.236231, -0.575117, -2.410417], [3.013294, -1.586976, -3.219769], [5.388850, -0.407009, -3.093813], [5.387635, 1.924393, -1.999521], [3.358396, 2.936645, -1.091602], [-4.298067, 0.748049, 2.509841]], "atomic_forces_ev_per_a": [[0.4400, 2.5530, -1.3953], [-1.4241, -1.7689, 0.3491], [3.8161, -1.4651, 2.4469], [-0.6349, -0.2422, 0.0545], [0.5709, -1.7486, -2.1797], [-0.2071, -0.2521, -1.5928], [-0.0505, 2.0540, 2.6605], [2.0324, -2.3068, -1.0445], [0.6771, 1.5090, -0.3567], [-0.0922, 4.0526, -0.9766], [-1.2249, 1.3384, 0.6073], [3.4198, -0.4529, 0.0247], [-1.3240, 0.2745, 0.6226], [1.7938, -3.6711, -1.1549], [0.0626, 2.6461, 0.5416], [-0.3153, -2.7240, -1.1459], [-1.0896, -3.5841, -0.6473], [1.3313, 2.3399, 1.6675], [0.6864, 0.0487, -1.0208], [-0.1594, -0.1919, 1.0788], [0.5032, -0.2225, 0.3928], [-0.4535, -0.9083, -1.4031], [-0.1582, 0.0948, 2.7794], [-0.4721, -0.2303, -1.5605], [-0.5457, 0.7818, -0.6415], [-1.9255, 0.9167, 0.6594], [0.3207, 1.0771, -2.1317], [0.1946, 0.7591, 0.4927], [-0.8137, 0.5765, 0.6343], [-0.8708, 0.1923, 0.2044], [-0.5189, -1.4022, -0.5919], [0.6102, -0.9173, 1.2157], [-0.1704, -2.3434, 0.3924], [-2.0376, -0.1913, -0.0534], [1.0648, 1.2375, -0.1065], [-1.8998, 1.5608, 0.6007], [0.2379, -0.5018, 0.0141], [0.1022, 0.5235, 0.1662], [-1.4759, 0.5885, 0.3974]]}

***

Entry 4:
{"formula": "C5H10N2", "method": "ωB97M-V/def2-TZVPD", "e_homo_ev": -7.1790, "largest_force_ha_per_bohr": 0.09481, "spin_multiplicity": 1, "e_above_lowest_kcal_mol": 95.0, "gap_ev": 8.191, "total_charge": 0, "e_lumo_ha": 0.0372, "total_energy_ha": -305.8725, "symbols": ["C", "C", "C", "C", "C", "N", "N", "H", "H", "H", "H", "H", "H", "H", "H", "H", "H"], "positions_angstrom": [[0.916346, 0.224446, 0.874978], [1.656892, 0.264421, -0.270594], [-0.948636, 0.031892, -0.736289], [-0.572966, 0.045891, 0.758418], [-1.061237, -1.215021, 1.546143], [0.944719, 0.239127, -1.484224], [1.128304, 1.244368, -2.406718], [1.229349, -0.168380, 1.839605], [2.706366, 0.255039, -0.528412], [-1.039742, -0.876688, -1.232809], [-1.354059, 0.815913, -1.325903], [-1.119741, 0.992073, 1.095556], [-0.588408, -2.106324, 1.220374], [-2.184103, -1.346182, 1.360005], [-0.903435, -1.180339, 2.585491], [1.232690, 0.861054, -3.327366], [1.750881, 1.999225, -2.195720]], "atomic_forces_ev_per_a": [[1.1333, -1.3454, -0.6337], [-1.9260, 0.3498, -0.3742], [4.8525, 0.4538, -0.1311], [-2.1103, 1.5825, -1.0330], [-2.2653, 1.1178, -1.8893], [-2.8176, -0.8031, 1.6445], [-0.5547, -0.1468, -0.1175], [0.8705, 0.6057, -0.0810], [0.4236, 0.1298, 1.0383], [-0.5332, -1.7633, -0.4112], [-0.6488, 0.9572, 0.3256], [0.7331, -1.2480, 0.4445], [0.6003, -0.8002, -0.6898], [1.4832, 0.1474, 0.3779], [0.2183, 0.5147, 1.3829], [0.3042, 0.0267, -0.2015], [0.2367, 0.2213, 0.3485]]}

***

Entry 5:
{"formula": "C2H6N2O2", "method": "ωB97M-V/def2-TZVPD", "e_homo_ev": -9.0754, "smiles": "NN=C=O.CO", "largest_force_ha_per_bohr": 0.06134, "spin_multiplicity": 1, "e_above_lowest_kcal_mol": 92.5, "gap_ev": 9.378, "total_charge": 0, "e_lumo_ha": 0.0111, "total_energy_ha": -339.6853, "symbols": ["N", "N", "C", "O", "H", "H", "C", "O", "H", "H", "H", "H"], "positions_angstrom": [[2.816841, -0.589255, -0.075706], [1.626514, -0.798422, 0.521084], [0.727355, -0.081428, 0.962134], [-0.121246, 0.005727, 1.772324], [3.681253, -0.612831, 0.458836], [2.935423, -1.113021, -0.938448], [-2.010277, 0.929137, -0.382734], [-1.459571, -0.408185, -0.972265], [-2.640595, 1.187295, -1.233630], [-2.764953, 0.798375, 0.395382], [-1.390163, 1.808909, -0.187969], [-1.400582, -1.126302, -0.319009]], "atomic_forces_ev_per_a": [[1.1455, 0.5436, -1.7468], [0.1280, 0.4889, -0.3879], [0.6171, -2.3375, 1.9611], [-0.6679, 1.3830, -0.6911], [-0.7985, -0.1314, 0.5464], [-0.3117, 0.0171, 0.4098], [-1.3290, -2.0298, -2.0160], [-0.2470, 2.2521, 1.4143], [0.1317, 0.3900, -0.0943], [0.6540, -0.4502, 0.3756], [0.8219, -0.9450, 0.1089], [-0.1443, 0.8192, 0.1201]]}

***

Entry 6:
{"formula": "HOS3", "method": "ωB97M-V/def2-TZVPD", "e_homo_ev": [-4.5736, -4.4794], "largest_force_ha_per_bohr": 0.04467, "spin_multiplicity": 1, "e_above_lowest_kcal_mol": 56.1, "gap_ev": [6.520, 6.490], "total_charge": -1, "e_lumo_ha": [0.0715, 0.0739], "total_energy_ha": -1270.3511, "symbols": ["O", "S", "S", "S", "H"], "positions_angstrom": [[0.245355, -0.077980, -1.480751], [1.171864, -1.822051, 0.675609], [-2.261159, 1.023192, 0.453380], [0.066609, -0.183631, -0.033417], [0.777329, 1.060468, 0.385178]], "atomic_forces_ev_per_a": [[-0.4453, -0.3086, -0.5759], [-1.4159, 1.6622, -0.1025], [1.8743, -1.3217, -0.1253], [0.8887, 2.0035, 0.6636], [-0.9018, -2.0354, 0.1400]]}

***

Entry 7:
{"formula": "C9H14N2O", "method": "ωB97M-V/def2-TZVPD", "e_homo_ev": -8.0313, "smiles": "C=C1C=CC=C1.CNC/C=N/O", "largest_force_ha_per_bohr": 0.03580, "spin_multiplicity": 1, "e_above_lowest_kcal_mol": 90.2, "gap_ev": 8.096, "total_charge": 0, "e_lumo_ha": 0.0024, "total_energy_ha": -535.9399, "symbols": ["C", "C", "C", "C", "C", "C", "H", "H", "H", "H", "H", "H", "C", "N", "C", "C", "N", "O", "H", "H", "H", "H", "H", "H", "H", "H"], "positions_angstrom": [[0.635230, -1.444093, 1.586029], [-0.667612, -1.135597, 1.619517], [-1.225631, 0.187673, 1.653146], [-2.601767, 0.075518, 1.627351], [-2.931087, -1.330945, 1.535927], [-1.772317, -2.056111, 1.564266], [0.962796, -2.473553, 1.417981], [1.379009, -0.646562, 1.685793], [-0.561862, 1.048573, 1.673313], [-3.347042, 0.861752, 1.701883], [-3.949110, -1.752008, 1.463606], [-1.589615, -3.126792, 1.521394], [0.212781, -1.194737, -1.857446], [0.431984, 0.106186, -1.247765], [1.814988, 0.568166, -1.267995], [1.856835, 2.054052, -0.986753], [0.801842, 2.746623, -1.069519], [0.905460, 4.082161, -0.804270], [0.595403, -1.279920, -2.894336], [0.670744, -1.978519, -1.226122], [-0.873417, -1.396336, -1.875508], [-0.140378, 0.822335, -1.680887], [2.434737, 0.022232, -0.529480], [2.293001, 0.421737, -2.247757], [2.838246, 2.516350, -0.769998], [1.826784, 4.301815, -0.592370]], "atomic_forces_ev_per_a": [[-0.1541, 0.1546, -0.0066], [0.9879, -0.3391, -0.0473], [-1.3607, 1.1311, 0.3057], [1.6454, 0.8201, 0.0969], [0.1254, -1.7230, 0.1131], [-1.1134, -0.6203, -0.4071], [0.0080, 0.3303, 0.3218], [-0.1600, -0.4020, -0.1966], [-0.5571, 0.0773, 0.0216], [0.3027, -0.0226, -0.1842], [0.7143, 0.3585, 0.1123], [-0.4657, 0.1640, -0.0041], [-0.2488, -0.1683, 0.1383], [0.4365, 0.0967, -0.2368], [-0.5311, 0.1941, 0.0906], [0.3822, -0.1508, -0.0354], [0.1405, -0.4154, 0.1523], [-0.0732, 0.4157, -0.0519], [-0.0045, -0.0323, 0.3075], [-0.0948, 0.2733, -0.3644], [0.4773, 0.0773, 0.0185], [-0.0628, -0.1391, 0.1094], [-0.3044, 0.2176, -0.2146], [0.1401, -0.1173, -0.0693], [-0.3341, -0.1320, 0.0214], [0.1045, -0.0484, 0.0089]]}

***

Entry 8:
{"formula": "C4H8N2O3", "method": "ωB97M-V/def2-TZVPD", "e_homo_ev": -9.8149, "smiles": "NC(=O)C[C@H](N)C(=O)O", "largest_force_ha_per_bohr": 0.04563, "spin_multiplicity": 1, "e_above_lowest_kcal_mol": 17.4, "gap_ev": 10.279, "total_charge": 0, "e_lumo_ha": 0.0170, "total_energy_ha": -492.4753, "symbols": ["N", "C", "O", "C", "C", "N", "C", "O", "O", "H", "H", "H", "H", "H", "H", "H", "H"], "positions_angstrom": [[2.375869, -0.095606, -0.888027], [1.761558, -0.365535, 0.336099], [2.185659, -1.228087, 1.110693], [0.534341, 0.465069, 0.592324], [-0.697008, 0.282654, -0.313946], [-1.732643, 1.188205, -0.038175], [-1.118466, -1.161495, -0.252072], [-0.549779, -2.040409, -0.821560], [-2.222976, -1.461149, 0.544084], [3.264102, -0.552639, -1.030912], [2.319885, 0.827830, -1.266334], [0.802264, 1.523324, 0.554532], [0.224752, 0.286483, 1.623514], [-0.282249, 0.381931, -1.338732], [-2.535724, 1.056325, -0.607885], [-1.839836, 1.456251, 0.926373], [-2.489755, -0.563155, 0.870019]], "atomic_forces_ev_per_a": [[-0.0667, -0.4984, 1.0359], [1.1799, -1.4060, -0.1583], [-0.8652, 1.5306, -1.2780], [-0.7751, 0.6748, 1.0481], [1.8350, -0.9930, -1.0736], [0.4283, 1.0594, 0.4091], [-0.9580, -1.7210, 0.7069], [0.1833, -0.0438, -0.2048], [0.9665, 1.8399, -0.4337], [-0.0652, -0.0594, 0.0647], [-0.2107, 0.2879, -0.1418], [0.0800, 0.0728, -0.1470], [0.1187, -0.1410, 0.1041], [-0.5839, 0.1591, 0.2626], [-0.7505, 0.2269, 0.0251], [-0.3745, 0.0989, -0.1079], [-0.1420, -1.0876, -0.1113]]}